1.
A 7-piece molecular cluster, C49H47F15N3O3S overall. Source: the Open Molecules 2025 dataset; level of theory: the ωB97M-V functional and the def2-TZVPD basis.

Results
HOMO energy: -10.55 eV
LUMO level: -4.250 eV
Charge: +1
Calculated total energy: -4181.090157 a.u.
Maximum force: 4.1 eV Å⁻¹

Geometry (Å):
1 C 0.521 -3.535 -1.560
2 C -0.018 -2.707 -0.885
3 N -0.428 -1.725 -0.003
4 O -0.699 -2.139 1.260
5 C -2.136 -2.159 1.552
6 C -2.988 -2.925 0.540
7 C -4.371 -2.218 0.527
8 C -3.058 -4.470 0.872
9 C -4.486 -4.970 1.130
10 C -2.477 -5.255 -0.336
11 C -0.519 -0.475 -0.368
12 N -0.892 0.470 0.515
13 N -0.182 -0.190 -1.710
14 S 1.168 0.826 -1.875
15 O 1.950 0.679 -0.681
16 O 1.836 0.402 -3.064
17 C 0.688 2.598 -2.192
18 F 1.794 3.139 -2.661
19 F 0.412 3.220 -1.054
20 C -0.414 2.832 -3.260
21 F -0.150 2.094 -4.323
22 F -0.318 4.101 -3.634
23 C -1.869 2.558 -2.774
24 F -1.910 2.163 -1.501
25 F -2.355 1.556 -3.511
26 C -2.855 3.747 -2.961
27 F -2.975 4.058 -4.218
28 F -4.032 3.307 -2.536
29 F -2.516 4.769 -2.222
30 H 0.955 -4.435 -1.934
31 H -2.496 -1.141 1.720
32 H -2.201 -2.662 2.516
33 H -2.622 -2.857 -0.488
34 H -4.177 -1.161 0.312
35 H -5.015 -2.596 -0.259
36 H -4.837 -2.249 1.510
37 H -2.411 -4.683 1.725
38 H -4.432 -6.025 1.402
39 H -4.966 -4.462 1.965
40 H -5.084 -4.879 0.226
41 H -2.883 -6.266 -0.318
42 H -1.389 -5.261 -0.294
43 H -2.789 -4.808 -1.284
44 H -0.539 1.391 0.286
45 H -0.706 0.216 1.481
46 H -0.986 0.069 -2.282
47 F 0.093 9.039 3.196
48 C 0.145 8.037 2.303
49 C -1.025 7.611 1.705
50 C -0.971 6.574 0.787
51 C 0.244 5.971 0.488
52 C 1.410 6.412 1.100
53 C 1.366 7.457 2.012
54 H -1.964 8.083 1.961
55 H -1.880 6.233 0.310
56 H 0.277 5.161 -0.222
57 H 2.357 5.940 0.871
58 H 2.262 7.820 2.497
59 F -3.727 2.847 4.373
60 C -3.720 4.190 4.534
61 C -2.547 4.883 4.316
62 C -2.541 6.261 4.473
63 C -3.700 6.924 4.854
64 C -4.869 6.207 5.075
65 C -4.885 4.829 4.910
66 H -1.651 4.348 4.026
67 H -1.630 6.815 4.299
68 H -3.691 7.999 4.979
69 H -5.771 6.721 5.375
70 H -5.787 4.254 5.069
71 F 5.939 0.768 2.406
72 C 5.980 1.320 1.176
73 C 4.799 1.476 0.481
74 C 4.834 2.047 -0.784
75 C 6.044 2.446 -1.335
76 C 7.223 2.275 -0.619
77 C 7.195 1.711 0.648
78 H 3.868 1.154 0.928
79 H 3.916 2.184 -1.335
80 H 6.070 2.889 -2.321
81 H 8.167 2.581 -1.049
82 H 8.100 1.577 1.225
83 F 0.286 -5.155 -4.992
84 C 0.464 -3.936 -5.542
85 C -0.015 -2.841 -4.855
86 C 0.162 -1.576 -5.394
87 C 0.805 -1.426 -6.615
88 C 1.276 -2.544 -7.294
89 C 1.110 -3.812 -6.754
90 H -0.522 -2.991 -3.911
91 H -0.200 -0.705 -4.864
92 H 0.940 -0.440 -7.038
93 H 1.774 -2.428 -8.247
94 H 1.477 -4.694 -7.263
95 F -2.705 -8.553 -1.446
96 C -1.986 -8.765 -2.568
97 C -1.347 -9.976 -2.740
98 C -0.611 -10.188 -3.898
99 C -0.518 -9.189 -4.859
100 C -1.166 -7.977 -4.665
101 C -1.910 -7.762 -3.514
102 H -1.426 -10.739 -1.977
103 H -0.110 -11.134 -4.050
104 H 0.061 -9.356 -5.758
105 H -1.092 -7.196 -5.408
106 H -2.430 -6.827 -3.348
107 F 4.779 -1.877 7.102
108 C 4.784 -0.555 6.842
109 C 5.187 -0.117 5.596
110 C 5.187 1.244 5.329
111 C 4.795 2.146 6.311
112 C 4.398 1.686 7.560
113 C 4.387 0.325 7.830
114 H 5.497 -0.835 4.848
115 H 5.492 1.600 4.361
116 H 4.800 3.208 6.103
117 H 4.097 2.387 8.327
118 H 4.075 -0.055 8.794


2.
C27H30FeN3OS5 as an isolated structure. Source: the Open Molecules 2025 dataset; level of theory: the ωB97M-V functional and the def2-TZVPD basis.

Results
HOMO energy (spin up / spin down): -3.65 / -3.58 eV
LUMO level (spin up / spin down): 2.321 / 2.320 eV
Charge: -1
ΔE to the lowest compared entry with this formula, charge and spin: 16.74 kJ/mol
Multiplicity: 5
Calculated total energy: -4541.160127 a.u.
Maximum force: 1.5 eV Å⁻¹

Geometry (Å):
1 Fe 0.036 -0.255 -0.237
2 S -1.104 -0.919 -2.448
3 C -0.421 -2.443 -2.883
4 C -0.870 -3.088 -4.062
5 C -0.389 -4.309 -4.476
6 C 0.576 -4.987 -3.730
7 C 1.032 -4.396 -2.568
8 C 0.564 -3.149 -2.154
9 S 1.257 -2.496 -0.653
10 C 2.880 -1.929 -1.261
11 C 3.233 -0.555 -0.768
12 C 4.513 -0.268 -0.319
13 C 4.831 1.043 -0.004
14 C 3.875 2.026 -0.180
15 C 2.601 1.660 -0.611
16 C 1.544 2.704 -0.831
17 S 0.382 2.088 -2.079
18 C -1.032 3.087 -1.742
19 C -1.460 3.983 -2.718
20 C -2.608 4.734 -2.539
21 C -3.326 4.583 -1.356
22 C -2.906 3.696 -0.385
23 C -1.752 2.908 -0.543
24 S -1.270 1.796 0.703
25 N 2.286 0.386 -0.855
26 H -1.623 -2.574 -4.646
27 H -0.775 -4.749 -5.389
28 H 0.949 -5.954 -4.043
29 H 1.762 -4.905 -1.948
30 H 2.807 -1.893 -2.349
31 H 3.666 -2.634 -0.989
32 H 5.245 -1.060 -0.234
33 H 5.824 1.297 0.348
34 H 4.102 3.072 -0.009
35 H 2.015 3.637 -1.143
36 H 0.976 2.864 0.094
37 H -0.877 4.077 -3.626
38 H -2.940 5.423 -3.306
39 H -4.231 5.159 -1.195
40 H -3.480 3.572 0.525
41 C -3.279 -1.508 1.727
42 C -2.065 -2.301 1.216
43 C -2.532 -3.294 0.141
44 C -1.440 -3.079 2.386
45 O -1.142 -1.437 0.685
46 H -3.999 -2.149 2.249
47 H -3.777 -1.020 0.888
48 H -2.937 -0.724 2.406
49 H -3.305 -3.972 0.518
50 H -1.683 -3.891 -0.204
51 H -2.920 -2.740 -0.715
52 H -2.165 -3.741 2.873
53 H -1.047 -2.375 3.123
54 H -0.604 -3.680 2.021
55 C -0.836 0.867 4.339
56 N 0.262 1.684 3.859
57 C 0.444 3.024 4.143
58 C 1.511 3.449 3.440
59 N 1.977 2.352 2.740
60 C 1.183 1.270 2.953
61 S 1.299 -0.244 2.241
62 H -1.001 1.075 5.396
63 H -0.567 -0.177 4.195
64 H -1.730 1.078 3.751
65 H -0.201 3.551 4.821
66 H 1.983 4.413 3.393
67 H 2.681 2.337 2.021